Record 1
Computed, not measured: 5 unconnected molecules or ions with the total composition C4H20N2O4 in a non-equilibrium geometry, with wB97M-V/def2-TZVPD.

Energy relative to the best compared isomer or geometry (same formula, charge and spin): 304.6 kJ/mol
E_LUMO: 0.5 eV
E_HOMO: -9.3 eV
SMILES string: C[C@@H](N)CCN.O.O.O.O

```
! wB97M-V def2-TZVPD RIJCOSX def2/J DEFGRID3
* xyz 0 1
C -0.564 -2.551 -0.603
C -1.339 -1.216 -0.762
N -2.209 -1.061 0.500
C -0.393 0.072 -0.902
C -1.144 1.382 -0.968
N -0.516 2.379 -0.136
H -0.843 -3.283 -1.401
H 0.447 -2.360 -0.201
H -0.956 -3.090 0.243
H -2.025 -1.247 -1.627
H -1.938 -1.763 1.300
H -1.920 -0.233 0.868
H 0.258 -0.109 -1.778
H 0.390 0.037 -0.181
H -1.229 1.857 -2.097
H -2.144 1.239 -0.482
H -1.231 3.048 0.214
H 0.330 2.742 -0.587
O 2.492 2.695 -0.565
H 2.656 2.005 -1.153
H 2.610 2.389 0.260
O -0.752 -0.725 3.282
H 0.161 -0.653 3.752
H -0.921 0.312 3.110
O 1.301 1.014 1.369
H 0.964 1.782 0.975
H 0.454 0.540 1.233
O 3.011 -1.515 -1.131
H 2.167 -1.444 -0.764
H 2.883 -2.244 -1.768
*
```

natural (NBO) population analysis, charges in e, atoms 1 to 5: -0.647, -0.034, -0.837, -0.466, -0.222


Record 2
Computed, not measured: 11 unconnected molecules or ions with the total composition CH24O10S2 in a non-equilibrium geometry, with wB97M-V/def2-TZVPD.

Energy relative to the best compared isomer or geometry (same formula, charge and spin): 0.0 kJ/mol
E_LUMO: 0.3 eV
E_HOMO: -8.6 eV
SMILES string: CSS.O.O.O.O.O.O.O.O.O.O

```
! wB97M-V def2-TZVPD RIJCOSX def2/J DEFGRID3
* xyz 0 1
C -2.485 0.413 -0.214
S -1.468 0.746 -1.675
S -0.732 2.480 -1.727
H -2.657 1.348 0.448
H -2.100 -0.373 0.507
H -3.476 0.079 -0.656
H 0.164 2.764 -0.809
O -1.585 -0.463 2.948
H -1.061 -0.161 3.660
H -0.946 -0.966 2.357
O 1.271 -0.652 3.472
H 1.686 -0.432 2.667
H 1.500 -1.575 3.699
O 1.911 -2.500 -1.621
H 0.912 -2.556 -1.701
H 2.230 -2.897 -2.472
O -1.661 -2.916 -0.762
H -2.442 -2.466 -0.604
H -1.108 -2.621 -0.012
O -0.349 -2.273 -3.049
H -1.301 -2.609 -3.006
H -0.401 -1.318 -2.976
O -0.819 2.006 1.670
H -0.984 1.156 2.173
H -1.140 2.776 2.156
O 2.121 -0.836 0.610
H 2.613 -1.191 -0.185
H 1.958 0.054 0.373
O 0.109 -2.409 1.098
H 0.645 -1.641 0.821
H 0.480 -3.314 1.012
O 2.002 2.744 1.794
H 2.625 2.304 2.291
H 1.173 2.253 1.733
O 2.847 1.445 -0.486
H 2.855 1.481 -1.424
H 2.602 2.267 -0.085
*
```

natural (NBO) population analysis, charges in e, atoms 1 to 5: -0.795, 0.078, -0.113, 0.268, 0.226


Record 3
Computed, not measured: 2 unconnected molecules or ions with the total composition C33H31ClFN2 in a non-equilibrium geometry, with wB97M-V/def2-TZVPD.

Energy relative to the best compared isomer or geometry (same formula, charge and spin): 56.6 kJ/mol
E_LUMO: -5.6 eV
E_HOMO: -11.0 eV

```
! wB97M-V def2-TZVPD RIJCOSX def2/J DEFGRID3
* xyz 1 1
Cl 4.187 0.125 2.344
C 2.833 0.040 1.291
C 2.244 1.225 0.836
C 0.982 1.183 0.260
C 0.267 -0.044 0.221
C -1.162 -0.019 0.286
C -2.022 -1.230 0.496
C -3.375 -0.681 1.040
C -3.246 0.802 0.895
C -1.930 1.137 0.595
C 0.996 -1.252 0.418
C 2.265 -1.204 0.996
H 2.760 2.169 0.975
H 0.509 2.079 -0.148
H -2.200 -1.788 -0.440
H -1.565 -1.920 1.214
H -4.225 -1.135 0.506
H -3.474 -0.955 2.104
H -4.067 1.492 1.127
H -1.502 2.147 0.594
H 0.536 -2.194 0.125
H 2.814 -2.103 1.245
F -2.235 3.853 -1.563
C -2.486 3.238 -2.831
C -3.670 3.949 -3.504
C -4.220 5.123 -2.981
C -5.414 5.610 -3.513
C -6.058 4.920 -4.545
C -5.454 3.802 -5.131
C -4.255 3.314 -4.612
C -1.197 3.379 -3.651
C -1.180 4.178 -4.799
C -0.041 4.223 -5.611
C 1.123 3.565 -5.217
C 1.156 2.920 -3.978
C 0.011 2.849 -3.183
C -2.952 1.793 -2.475
C -4.412 1.718 -1.967
C -5.061 0.498 -2.606
C -4.061 -0.067 -3.621
N -2.894 0.826 -3.580
C -1.668 0.225 -3.933
C -0.910 -0.467 -2.978
C 0.436 -0.686 -3.267
N 0.957 -0.339 -4.436
C 0.186 0.097 -5.437
C -1.180 0.333 -5.245
H -3.722 5.638 -2.153
H -5.828 6.539 -3.119
H -7.024 5.263 -4.911
H -5.888 3.296 -5.995
H -3.772 2.422 -5.018
H -2.057 4.768 -5.074
H -0.082 4.778 -6.550
H 2.006 3.550 -5.864
H 2.075 2.447 -3.631
H 0.049 2.390 -2.194
H -2.280 1.444 -1.681
H -4.390 1.643 -0.874
H -4.987 2.609 -2.234
H -5.297 -0.264 -1.847
H -5.997 0.754 -3.126
H -3.784 -1.109 -3.379
H -4.478 -0.069 -4.645
H -1.336 -0.808 -2.037
H 1.101 -1.139 -2.532
H 0.646 0.296 -6.408
H -1.828 0.685 -6.037
*
```

natural (NBO) population analysis, charges in e, atoms 1 to 5: 0.104, 0.046, -0.237, -0.111, -0.103


Record 4
Computed, not measured: a molecular structure, C35H32CdN2OS2 in a non-equilibrium geometry, with wB97M-V/def2-TZVPD.

Energy relative to the best compared isomer or geometry (same formula, charge and spin): 263.5 kJ/mol
E_LUMO: 0.2 eV
E_HOMO: -7.0 eV

```
! wB97M-V def2-TZVPD RIJCOSX def2/J DEFGRID3
* xyz 0 1
Cd 1.053 -1.235 0.460
C -5.866 1.971 -2.122
C -4.884 1.500 -0.972
C -3.924 2.752 -0.710
C -5.654 1.347 0.385
C -4.167 0.281 -1.377
C -4.860 -0.671 -2.179
C -4.316 -1.873 -2.566
C -3.028 -2.213 -2.166
S -2.110 -3.617 -2.471
C -0.759 -2.915 -1.485
N -1.011 -1.682 -1.021
C -2.370 -1.355 -1.260
C -2.920 -0.102 -0.966
C 0.365 -3.749 -1.125
C 0.574 -5.067 -1.662
C 1.713 -5.815 -1.288
C 2.613 -5.287 -0.399
C 2.414 -3.987 0.088
C 1.350 -3.249 -0.220
H -6.373 2.908 -1.876
H -6.612 1.185 -2.178
H -5.477 1.920 -3.141
H -4.587 3.606 -0.485
H -3.291 2.986 -1.554
H -3.251 2.570 0.199
H -6.312 2.141 0.597
H -4.963 1.277 1.232
H -6.217 0.411 0.432
H -5.898 -0.427 -2.444
H -4.829 -2.501 -3.279
H -2.331 0.653 -0.428
H -0.076 -5.413 -2.470
H 1.785 -6.872 -1.608
H 3.469 -5.779 -0.006
H 3.198 -3.527 0.687
C 5.845 -1.205 -0.391
C 6.236 -1.585 0.857
C 5.285 -1.494 1.871
C 4.018 -0.991 1.729
N 3.683 -0.594 0.486
C 4.518 -0.756 -0.557
C 3.117 -0.934 2.833
C 3.581 -0.928 4.178
C 2.735 -1.442 5.162
C 1.361 -1.616 4.864
C 0.809 -1.418 3.621
C 1.738 -1.217 2.617
H 6.415 -1.101 -1.304
H 7.240 -1.879 1.040
H 5.627 -1.668 2.893
H 4.130 -0.396 -1.570
H 4.588 -0.627 4.436
H 3.091 -1.568 6.218
H 0.750 -1.918 5.668
H -0.249 -1.311 3.448
C 0.850 2.275 2.087
S 1.697 2.140 0.430
O 0.961 0.997 -0.285
C 1.154 3.565 -0.628
C 0.043 3.389 -1.426
C -0.290 4.369 -2.369
C 0.322 5.646 -2.365
C 1.410 5.828 -1.570
C 1.813 4.801 -0.669
H 0.640 3.315 2.363
H 1.517 1.832 2.846
H -0.087 1.666 2.018
H -0.543 2.492 -1.483
H -0.924 4.003 -3.245
H -0.110 6.449 -2.894
H 1.967 6.761 -1.518
H 2.616 4.943 -0.009
*
```

Mulliken population analysis, charges in e, atoms 1 to 5: 0.412, -1.776, 2.063, -1.737, -1.672


Record 5
Computed, not measured: a molecular structure, C16H26B2N6O2Re in a non-equilibrium geometry, with wB97M-V/def2-TZVPD.

Expectation value of S²: 3.809
Energy relative to the best compared isomer or geometry (same formula, charge and spin): 91.1 kJ/mol
E_LUMO (spin up / spin down): -16.8 / -18.3 eV
E_HOMO (spin up / spin down): -21.3 / -21.2 eV

```
! wB97M-V def2-TZVPD RIJCOSX def2/J DEFGRID3
* xyz 4 4
C -0.939 -0.789 2.431
N -1.057 0.031 1.335
N -2.360 -0.099 0.833
C -3.056 -0.888 1.686
C -2.195 -1.377 2.662
B -2.994 0.746 -0.346
N -2.605 2.201 0.027
N -1.412 2.611 0.631
C -1.479 3.970 0.828
C -2.774 4.382 0.501
C -3.461 3.256 0.059
Re 0.246 1.612 1.440
N -3.044 0.191 -1.898
N -1.988 0.196 -2.803
C -2.376 -0.439 -3.913
C -3.741 -0.793 -3.816
C -4.130 -0.359 -2.547
H -1.691 -0.640 -4.733
H -5.099 -0.430 -2.117
H -4.301 -1.284 -4.580
H -4.195 0.683 -0.065
H -4.485 3.106 -0.225
H -4.103 -1.049 1.505
H -3.145 5.394 0.574
H -2.408 -2.076 3.443
H -0.607 4.534 1.137
H -0.005 -0.862 2.950
H 0.608 1.799 -1.028
C 1.007 2.389 -0.201
H 0.702 3.427 -0.355
H 1.206 2.139 2.576
H 2.112 2.366 -0.234
C 2.529 -1.513 -1.691
C 2.291 -1.687 -0.190
C 2.020 -3.158 0.036
O 1.109 -0.978 0.169
B 1.564 0.179 0.827
O 2.973 0.313 0.905
C 3.417 -1.026 0.726
C 3.468 -1.688 2.109
C 4.807 -0.952 0.116
H 2.653 -0.470 -2.008
H 1.688 -1.927 -2.264
H 3.420 -2.077 -1.991
H 1.242 -3.490 -0.658
H 2.935 -3.723 -0.162
H 1.668 -3.367 1.050
H 4.012 -2.638 2.046
H 3.977 -1.038 2.834
H 2.459 -1.882 2.497
H 4.800 -0.541 -0.900
H 5.486 -0.332 0.718
H 5.250 -1.951 0.077
*
```

natural (NBO) population analysis, charges in e, atoms 1 to 5: 0.033, -0.306, -0.320, 0.164, -0.217


Record 6
Computed, not measured: a molecular structure, C28H49BBrCl4F5O15Pt in a non-equilibrium geometry, with wB97M-V/def2-TZVPD.

Expectation value of S²: 2.003
E_LUMO (spin up / spin down): 0.2 / -0.2 eV
E_HOMO (spin up / spin down): -8.0 / -8.3 eV

```
! wB97M-V def2-TZVPD RIJCOSX def2/J DEFGRID3
* xyz 0 3
Pt -0.644 0.130 -0.321
Br -1.679 -2.205 -0.721
B 1.976 0.173 -1.068
F 2.012 1.573 -1.293
F 3.186 -0.363 -1.426
F 1.575 -0.045 0.206
F 0.926 -0.403 -1.777
C 2.897 -0.900 -4.896
Cl 2.582 -2.532 -5.602
Cl 2.472 0.443 -5.971
H 2.281 -0.944 -3.998
H 3.931 -0.886 -4.553
C -4.174 -3.826 1.873
Cl -4.190 -5.169 2.978
Cl -4.609 -2.373 2.875
H -3.131 -3.745 1.568
H -4.844 -3.912 1.018
C -2.741 5.844 1.033
C -2.174 4.773 1.956
O -1.735 3.588 1.224
C -0.459 3.335 0.776
O -0.129 2.194 0.402
O 0.219 4.582 0.794
C 1.603 4.671 0.341
H -3.098 6.771 1.483
H -3.555 5.362 0.492
H -2.084 6.086 0.197
H -2.985 4.474 2.620
H -1.440 5.162 2.662
H 2.222 4.715 1.237
H 1.694 5.604 -0.215
H 1.855 3.823 -0.296
C 3.115 -3.685 -1.091
C 1.845 -3.907 -1.951
O 2.174 -5.069 -2.825
C 1.752 -6.314 -2.535
O 1.034 -6.709 -1.608
O 2.292 -7.172 -3.496
C 1.823 -8.564 -3.506
H 2.898 -3.011 -0.262
H 3.873 -3.142 -1.656
H 3.521 -4.588 -0.634
H 1.748 -2.980 -2.517
H 0.896 -4.065 -1.439
H 0.792 -8.485 -3.852
H 1.963 -9.142 -2.593
H 2.425 -9.105 -4.235
C -4.110 0.965 3.311
C -4.586 1.737 2.119
O -4.847 0.793 1.116
C -3.932 0.569 0.147
O -2.813 0.985 0.215
O -4.445 -0.234 -0.847
C -5.816 -0.707 -0.792
H -3.774 1.589 4.138
H -3.253 0.342 3.051
H -4.974 0.415 3.683
H -3.930 2.546 1.795
H -5.442 2.262 2.543
H -6.307 -0.672 0.180
H -5.819 -1.742 -1.133
H -6.532 -0.197 -1.437
C -0.280 -3.480 2.918
C 0.945 -2.596 2.750
O 0.902 -1.309 3.375
C 0.153 -0.258 2.852
O -0.542 -0.332 1.840
O 0.236 0.838 3.613
C 1.157 1.029 4.668
H -1.152 -3.253 2.305
H -0.543 -3.575 3.972
H -0.026 -4.516 2.693
H 1.366 -2.604 1.745
H 1.710 -3.175 3.268
H 1.057 0.305 5.477
H 1.105 1.955 5.240
H 2.199 1.015 4.348
C -1.016 0.227 -6.620
C -0.817 1.500 -5.757
O -0.970 1.079 -4.417
C -1.093 1.855 -3.397
O -1.145 1.411 -2.261
O -1.467 3.145 -3.827
C -1.927 4.032 -2.806
H -0.389 -0.599 -6.283
H -0.772 0.216 -7.682
H -2.038 -0.144 -6.545
H -1.431 2.331 -6.106
H 0.209 1.855 -5.844
H -1.140 4.787 -2.807
H -2.138 3.725 -1.782
H -2.788 4.603 -3.151
F 4.074 4.254 2.829
C 4.574 3.024 3.155
C 5.601 2.857 4.080
C 6.189 1.581 4.301
C 5.696 0.480 3.613
C 4.575 0.629 2.776
C 4.029 1.883 2.539
H 5.924 3.735 4.619
H 7.042 1.552 4.962
H 6.172 -0.482 3.736
H 4.234 -0.257 2.262
H 3.191 1.969 1.864
*
```

Mulliken population analysis, charges in e, atoms 1 to 5: 4.727, -0.675, 0.111, -0.395, -0.322


Record 7
Computed, not measured: a molecular structure, CH4IPS in a non-equilibrium geometry, with wB97M-V/def2-TZVPD.

Energy relative to the best compared isomer or geometry (same formula, charge and spin): 230.9 kJ/mol
E_LUMO: -1.4 eV
E_HOMO: -8.6 eV

```
! wB97M-V def2-TZVPD RIJCOSX def2/J DEFGRID3
* xyz 0 1
C -1.106 -0.926 -0.096
P 1.335 1.759 0.670
S -1.145 0.920 -0.338
I 2.596 -0.266 0.568
H -2.113 -1.188 -0.165
H -0.625 -1.284 0.968
H -0.373 -1.175 -0.830
H 1.432 2.160 -0.777
*
```

natural (NBO) population analysis, charges in e, atoms 1 to 5: -0.726, 0.236, -0.124, -0.060, 0.229


Record 8
Computed, not measured: 2 unconnected molecules or ions with the total composition C2F2I2 in a non-equilibrium geometry, with wB97M-V/def2-TZVPD.

Energy relative to the best compared isomer or geometry (same formula, charge and spin): 202.9 kJ/mol
E_LUMO: -2.9 eV
E_HOMO: -9.8 eV

```
! wB97M-V def2-TZVPD RIJCOSX def2/J DEFGRID3
* xyz 0 1
C -0.250 0.604 0.007
C 0.551 -0.415 0.015
F -0.079 1.881 -0.017
F 0.172 -1.673 0.034
I -3.073 -0.199 -0.015
I 2.679 -0.198 -0.024
*
```

natural (NBO) population analysis, charges in e, atoms 1 to 5: 0.425, 0.085, -0.269, -0.291, -0.114